# 1
{
  "formula": "C9H25BaO7",
  "method": "ωB97M-V with the def2-TZVPD basis set",
  "symbols": ["Ba", "O", "O", "O", "O", "O", "O", "O", "C", "C", "C", "C", "C", "C", "C", "C", "C", "H", "H", "H", "H", "H", "H", "H", "H", "H", "H", "H", "H", "H", "H", "H", "H", "H", "H", "H", "H", "H", "H", "H", "H", "H"],
  "coordinates": [[-5.44, -8.12, -5.41], [0.13, -6.80, -8.21], [-5.19, -3.21, -9.00], [-3.69, -7.72, -7.43], [-4.73, -9.13, -11.00], [-5.01, -5.97, -7.36], [-3.94, -6.56, -9.30], [-1.97, -9.08, -9.72], [-3.94, -2.77, -8.44], [-3.74, -1.35, -8.93], [-4.24, -6.72, -8.00], [-0.10, -5.07, -9.86], [-1.24, -9.28, -10.95], [-5.50, -10.06, -10.28], [0.80, -6.16, -9.33], [-0.96, -10.76, -11.18], [-6.91, -10.25, -10.91], [-2.87, -0.86, -8.49], [-5.07, -11.06, -10.21], [-1.92, -11.29, -11.24], [-0.53, -10.87, -12.18], [-6.90, -11.09, -11.60], [-4.00, -2.83, -7.35], [-4.67, -0.81, -8.76], [-3.16, -3.45, -8.79], [-5.39, -4.07, -8.60], [1.77, -5.80, -9.01], [0.37, -4.57, -10.71], [-0.20, -4.26, -9.13], [-3.62, -1.37, -10.02], [0.95, -6.93, -10.09], [-4.86, -8.23, -10.70], [-7.22, -9.38, -11.49], [-0.32, -8.72, -10.79], [-1.08, -5.40, -10.20], [0.67, -6.65, -7.44], [-0.38, -11.23, -10.40], [-1.88, -8.92, -11.76], [-5.70, -9.72, -9.25], [-3.27, -7.28, -9.42], [-7.64, -10.39, -10.11], [-2.77, -9.60, -9.72]],
  "total_charge": 1,
  "e_above_lowest_kj_mol": 0.0,
  "lumo_energy_ev": -5.344
}

# 2
{
  "formula": "C25H48N2O5OsSbSe2",
  "method": "ωB97M-V with the def2-TZVPD basis set",
  "symbols": ["Os", "Sb", "Se", "Se", "O", "O", "O", "O", "O", "N", "N", "C", "C", "C", "C", "C", "C", "C", "C", "C", "C", "C", "C", "C", "C", "C", "C", "C", "C", "C", "C", "C", "C", "C", "C", "C", "H", "H", "H", "H", "H", "H", "H", "H", "H", "H", "H", "H", "H", "H", "H", "H", "H", "H", "H", "H", "H", "H", "H", "H", "H", "H", "H", "H", "H", "H", "H", "H", "H", "H", "H", "H", "H", "H", "H", "H", "H", "H", "H", "H", "H", "H", "H", "H"],
  "coordinates": [[0.29, -0.89, -0.59], [-1.11, 1.99, -1.13], [-2.05, -1.52, -0.78], [0.20, 0.06, 1.58], [5.81, -1.60, -2.58], [0.09, -3.16, 0.87], [3.21, 1.09, 0.35], [-3.68, -1.77, 3.47], [1.31, -2.01, -2.18], [2.29, -0.48, -0.96], [3.57, -1.76, -2.48], [-1.42, -0.69, 2.39], [-0.17, 0.99, -3.82], [2.40, -1.43, -1.91], [-3.03, 2.67, -0.29], [4.70, 1.61, -2.94], [-3.98, 1.49, -0.17], [-2.77, 3.23, 1.11], [4.79, -1.20, -2.08], [-2.55, -2.42, 0.89], [-0.28, 5.01, -1.11], [-3.66, 3.75, -1.18], [-2.59, -2.66, 3.33], [-1.37, 1.79, -3.32], [-0.47, -3.06, 2.18], [-1.72, -2.18, 2.15], [3.37, 0.25, -0.50], [5.02, -1.81, 0.87], [0.33, 3.64, -0.82], [5.60, -0.58, 0.18], [-2.65, 0.99, -3.57], [0.86, 3.58, 0.61], [5.39, 1.16, -1.65], [4.76, -0.10, -1.03], [-1.46, 3.13, -4.04], [1.49, 3.37, -1.77], [-1.97, -2.68, 4.24], [-2.26, -0.08, 2.06], [-2.26, 2.51, 1.75], [-0.73, -4.06, 2.53], [2.30, 4.08, -1.56], [0.26, -2.63, 2.87], [5.65, -2.10, 1.71], [0.51, 5.76, -1.03], [-3.93, 3.36, -2.16], [-3.57, -2.08, 1.07], [0.75, 1.56, -3.77], [3.64, 1.82, -2.77], [6.43, 0.93, -1.86], [-3.55, 1.50, -3.24], [-4.95, 1.85, 0.18], [5.15, 2.52, -3.32], [-1.04, 5.28, -0.38], [0.89, -3.70, 0.90], [4.97, -2.66, 0.18], [4.02, -1.62, 1.26], [-4.58, 4.10, -0.71], [-2.62, 0.00, -3.10], [-1.30, -0.51, 3.46], [1.22, 3.48, -2.82], [5.65, 0.26, 0.88], [-2.75, 0.83, -4.65], [1.55, 4.42, 0.76], [-3.00, 4.61, -1.32], [-2.59, -3.48, 0.64], [-0.70, 5.09, -2.11], [-0.34, 0.72, -4.87], [-3.73, 3.47, 1.58], [-4.24, -2.06, 4.19], [-3.62, 0.76, 0.56], [-4.14, 0.97, -1.12], [5.36, 1.94, -0.90], [-2.27, 3.76, -3.67], [6.60, -0.78, -0.19], [-0.53, 3.70, -3.98], [0.08, 3.65, 1.36], [3.59, -2.49, -3.18], [-0.03, 0.06, -3.27], [-1.65, 2.94, -5.10], [4.78, 0.85, -3.72], [-2.93, -3.68, 3.13], [1.43, 2.66, 0.78], [1.90, 2.37, -1.61], [-2.18, 4.15, 1.09]],
  "total_charge": 1,
  "e_above_lowest_kj_mol": 0.0,
  "lumo_energy_ev": [-2.527, -4.816],
  "multiplicity": 5
}

# 3
{
  "formula": "C4H9S",
  "method": "ωB97M-V with the def2-TZVPD basis set",
  "symbols": ["S", "C", "C", "C", "C", "H", "H", "H", "H", "H", "H", "H", "H", "H"],
  "coordinates": [[-2.18, 1.36, -0.05], [-2.09, -0.55, 0.03], [1.78, 0.12, 0.05], [0.85, 0.01, -1.06], [1.22, 0.58, 1.21], [1.33, 0.27, -1.99], [1.85, 0.56, 2.13], [0.08, 0.76, -0.83], [-2.98, -0.82, 0.61], [-1.17, -0.79, 0.61], [0.24, 1.01, 1.29], [-2.13, -1.10, -0.94], [2.75, -0.37, 0.04], [0.46, -1.03, -1.09]],
  "total_charge": -1,
  "e_above_lowest_kj_mol": 100.9,
  "lumo_energy_ev": 4.081
}

# 4
{
  "formula": "CHO4PS",
  "method": "ωB97M-V with the def2-TZVPD basis set",
  "symbols": ["S", "P", "O", "O", "O", "O", "C", "H"],
  "coordinates": [[-0.82, 1.41, -0.85], [0.45, -1.31, -0.15], [1.91, -1.62, -0.16], [-0.42, -1.99, 0.87], [-1.31, 2.85, -0.52], [-0.15, -1.18, -1.57], [0.05, 0.59, 0.25], [0.29, 1.24, 2.14]],
  "total_charge": -2,
  "e_above_lowest_kj_mol": 535.6,
  "lumo_energy_ev": [6.147, 6.165]
}

# 5
{
  "formula": "C4H5N3S",
  "method": "ωB97M-V with the def2-TZVPD basis set",
  "symbols": ["S", "N", "N", "N", "C", "C", "C", "C", "H", "H", "H", "H", "H"],
  "coordinates": [[-2.25, -0.39, 0.57], [0.01, 0.96, 1.04], [1.47, -0.40, -0.45], [-0.29, -1.70, -0.87], [-1.22, 1.27, 0.44], [-1.25, -1.25, -0.31], [0.96, -1.54, -1.03], [1.07, 0.38, 0.53], [1.65, -2.23, -1.61], [-1.52, 2.24, 0.96], [2.57, -0.32, -0.56], [-1.24, 1.65, -0.63], [0.04, 1.34, 1.92]],
  "total_charge": 2,
  "e_above_lowest_kj_mol": 0.0,
  "lumo_energy_ev": [-11.346, -11.188]
}

# 6
{
  "formula": "C2H4N2O2",
  "method": "ωB97M-V with the def2-TZVPD basis set",
  "symbols": ["O", "O", "N", "N", "C", "C", "H", "H", "H", "H"],
  "coordinates": [[0.49, 0.70, 1.18], [2.39, -0.73, -0.23], [1.08, -0.57, -0.70], [-2.02, 0.26, 0.15], [-1.04, 0.04, -0.65], [0.31, 0.24, -0.05], [-2.92, 0.15, -0.34], [-0.42, 0.90, 1.51], [2.43, -0.24, 0.61], [-0.30, -0.74, -1.49]],
  "total_charge": 0,
  "e_above_lowest_kj_mol": 541.3,
  "lumo_energy_ev": 0.223
}

# 7
{
  "formula": "C3H6N2OS2",
  "method": "ωB97M-V with the def2-TZVPD basis set",
  "symbols": ["S", "S", "O", "N", "N", "C", "C", "C", "H", "H", "H", "H", "H", "H"],
  "coordinates": [[1.55, 1.06, -0.69], [-0.16, -0.18, -3.27], [-1.44, -1.51, -1.38], [-0.24, -0.13, 0.73], [-1.36, -0.77, 1.10], [0.15, -0.03, -0.53], [-0.48, -0.60, -1.72], [1.71, 1.55, 1.11], [1.48, 0.55, 1.79], [-1.64, -1.60, 0.50], [-1.50, -0.78, 2.12], [-1.92, -1.87, -2.20], [0.98, 2.38, 1.38], [2.86, 1.93, 1.06]],
  "total_charge": 0,
  "e_above_lowest_kj_mol": 315.9,
  "smiles": "CS/C(=N/N)C(O)=S",
  "lumo_energy_ev": -0.545
}